2 unconnected molecules or ions with the total composition C2H7NO4, computed with the ωB97M-V functional and the def2-TZVPD basis.

Geometry as XYZ:
```
14
Properties=species:S:1:pos:R:3:forces:R:3:mulliken_charge:R:1
O 2.249725 -0.401575 0.297483 -0.4 0.1 0.2 -0.61
C 1.263994 -0.310394 0.992801 1.5 -0.3 0.1 0.80
O 0.693787 -1.324073 1.650243 -0.3 0.2 0.3 -0.44
O 0.736839 0.851874 1.400074 -0.4 0.1 0.2 -0.47
H 1.175941 -2.139639 1.460105 0.1 0.2 -0.2 0.35
H 1.250904 1.581433 1.022111 0.0 -0.4 -0.1 0.33
N -0.293047 -0.546282 -0.917657 0.2 0.3 -0.6 -0.46
C -1.139510 0.621335 -1.094672 0.3 0.0 -0.4 -0.32
O -1.921815 0.825441 0.039202 -0.4 0.0 0.4 -0.52
H 0.500322 -0.579324 -1.581662 -1.0 -0.3 0.6 0.24
H -0.852866 -1.390681 -0.865665 0.3 0.0 -0.4 0.19
H -0.476753 1.482271 -1.279866 -0.1 -0.1 -0.1 0.28
H -1.845751 0.534233 -1.936800 0.2 0.1 0.2 0.31
H -1.341767 0.795381 0.814304 0.0 0.0 -0.2 0.32
```
Positions in Å, forces in eV/Å.

Results
E_HOMO: -9.6495 eV
relative energy (zero: lowest compared OMol25 entry of this formula, charge and spin): 38.9 kJ/mol
energy: -11867.93669 eV
SMILES: O=C(O)O.NCO
charge: 0
largest force on an atom: 1.55 eV/A
HOMO-LUMO gap: 0.375 hartree